[1]
A 2-piece molecular cluster, C2H5NO3 overall in a non-equilibrium geometry. Source: the OMol25 dataset; level of theory: ωB97M-V/def2-TZVPD.

Properties
LUMO: 0.26 eV
HOMO-LUMO gap: 10.2 eV
HOMO level: -9.9585 eV
F_max: 7.5 eV/Å
2S+1: 1
Net charge: 0
E: -9786.433 eV

CARTESIAN COORDINATES (ANGSTROEM)
O1 -0.930 -1.538 -1.624
C1 -0.573 -1.065 -0.536
N1 0.480 -0.120 -0.432
C2 1.819 -0.217 -0.955
O2 2.273 0.870 -1.092
H1 -1.010 -1.398 0.377
H2 0.233 0.656 0.259
H3 2.294 -1.037 -1.259
O3 -1.489 0.894 1.613
H4 -1.059 1.328 2.437
H5 -2.041 1.626 1.212

[2]
One molecule with the formula C8H7BrN2O3 in a non-equilibrium geometry. Source: the OMol25 dataset; level of theory: ωB97M-V/def2-TZVPD.

Properties
LUMO: -0.31 eV
HOMO-LUMO gap: 9.6 eV
HOMO level: -9.9276 eV
F_max: 3.5 eV/Å
2S+1: 1
Net charge: 0
E: -87570.904 eV

CARTESIAN COORDINATES (ANGSTROEM)
N1 -1.283 0.692 2.589
C1 -2.164 1.082 1.626
O1 -3.362 1.067 1.607
C2 -1.420 1.694 0.450
Br1 -0.675 3.449 1.287
C3 -0.433 0.821 -0.233
C4 -0.767 -0.546 -0.280
C5 0.017 -1.460 -1.017
C6 1.077 -1.012 -1.806
C7 1.425 0.312 -1.665
C8 0.602 1.252 -1.042
N2 -2.492 2.056 -0.495
O2 -2.963 1.114 -1.128
O3 -2.814 3.194 -0.575
H1 -0.294 0.382 2.216
H2 -1.577 0.184 3.412
H3 -1.488 -0.790 0.439
H4 -0.318 -2.436 -1.229
H5 1.774 -1.707 -2.181
H6 2.153 0.651 -2.463
H7 0.846 2.298 -1.046

[3]
A 6-piece molecular cluster, C29H39BN9O5 overall in a non-equilibrium geometry. Source: the OMol25 dataset; level of theory: ωB97M-V/def2-TZVPD.

Properties
LUMO: 1.92 eV
HOMO-LUMO gap: 7.4 eV
HOMO level: -5.5103 eV
F_max: 2.0 eV/Å
2S+1: 1
Net charge: -1
E: -55031.412 eV

CARTESIAN COORDINATES (ANGSTROEM)
C1 2.248 6.667 3.161
N1 0.831 6.672 2.770
C2 0.622 6.261 1.372
B1 -0.929 5.781 1.066
N2 -1.731 6.932 0.393
C3 -2.773 6.517 -0.571
C4 -2.200 7.912 1.301
C5 -3.436 7.641 2.127
O1 -1.620 8.969 1.440
O2 -0.890 4.544 0.164
C6 -1.280 3.485 0.874
O3 -0.053 3.038 1.660
C7 -0.155 1.902 2.233
N3 -0.253 0.890 2.775
C8 -2.249 4.149 1.859
O4 -2.758 3.273 2.918
C9 -3.974 3.545 3.274
N4 -5.055 3.770 3.596
O5 -1.561 5.208 2.323
H1 2.863 6.811 2.275
H2 2.479 7.480 3.845
H3 2.540 5.707 3.592
H4 0.377 5.988 3.360
H5 0.841 7.118 0.741
H6 1.289 5.433 1.104
H7 -2.992 5.454 -0.553
H8 -3.714 7.029 -0.378
H9 -2.474 6.822 -1.571
H10 -3.683 8.530 2.692
H11 -3.232 6.831 2.821
H12 -4.289 7.328 1.534
H13 -1.661 2.658 0.281
H14 -3.117 4.459 1.265
N5 0.752 -1.757 3.886
C10 0.893 -2.374 5.092
C11 1.497 -3.589 4.886
C12 1.731 -3.706 3.492
C13 1.256 -2.556 2.906
H15 0.337 -0.848 3.731
H16 0.556 -1.899 5.996
H17 1.746 -4.309 5.648
H18 2.198 -4.537 2.985
H19 1.238 -2.236 1.875
N6 0.808 -4.728 0.118
C14 0.127 -3.958 -0.777
C15 -0.174 -4.744 -1.859
C16 0.348 -6.040 -1.599
C17 0.947 -5.997 -0.369
H20 1.154 -4.408 1.007
H21 -0.085 -2.923 -0.570
H22 -0.711 -4.427 -2.739
H23 0.290 -6.906 -2.238
H24 1.456 -6.757 0.197
N7 -2.591 -2.157 -3.604
C18 -3.248 -0.958 -3.603
C19 -3.949 -0.864 -4.775
C20 -3.707 -2.057 -5.510
C21 -2.867 -2.835 -4.760
H25 -1.997 -2.490 -2.868
H26 -3.160 -0.277 -2.774
H27 -4.567 -0.034 -5.072
H28 -4.105 -2.313 -6.477
H29 -2.446 -3.808 -4.951
N8 4.586 -1.567 2.187
C22 4.894 -2.718 1.521
C23 6.246 -2.728 1.300
C24 6.773 -1.533 1.862
C25 5.722 -0.840 2.401
H30 3.660 -1.301 2.476
H31 4.130 -3.430 1.262
H32 6.796 -3.505 0.795
H33 7.803 -1.219 1.868
H34 5.687 0.104 2.916
N9 0.139 -6.333 -5.212
C26 -0.233 -7.645 -5.315
C27 -0.018 -8.042 -6.607
C28 0.507 -6.923 -7.311
C29 0.593 -5.886 -6.421
H35 0.085 -5.781 -4.375
H36 -0.618 -8.181 -4.464
H37 -0.214 -9.023 -7.005
H38 0.790 -6.886 -8.349
H39 0.936 -4.873 -6.545

[4]
A 2-piece molecular cluster, C5H14N2O overall. Source: the OMol25 dataset; level of theory: ωB97M-V/def2-TZVPD.

Properties
LUMO (spin up / spin down): 0.66 / 0.66 eV
HOMO-LUMO gap (spin up / spin down): 7.4 / 7.4 eV
HOMO level (spin up / spin down): -6.7308 / -6.7314 eV
F_max: 0.9 eV/Å
2S+1: 1
Net charge: 0
E: -10436.236 eV

CARTESIAN COORDINATES (ANGSTROEM)
C1 -1.429 1.866 -0.225
O1 -0.602 1.746 -1.383
H1 -0.938 1.048 -1.954
H2 -2.454 1.535 -0.405
H3 -1.461 2.915 0.068
H4 -1.019 0.111 0.183
C2 2.028 -0.305 -0.721
C3 -0.481 -1.985 -0.434
C4 0.954 0.006 0.263
C5 -0.265 -0.768 0.450
N1 0.961 1.122 0.997
N2 -0.548 -1.105 1.858
H5 -0.076 1.597 0.920
H6 1.692 1.784 0.761
H7 -0.105 -0.432 2.473
H8 -1.547 -1.045 2.030
H9 2.542 0.601 -1.046
H10 1.634 -0.806 -1.603
H11 2.764 -0.985 -0.277
H12 -1.482 -2.383 -0.262
H13 0.229 -2.780 -0.199
H14 -0.398 -1.737 -1.494

[5]
C26H31N7OS4Ti as an isolated structure. Source: the OMol25 dataset; level of theory: ωB97M-V/def2-TZVPD.

Properties
LUMO: 0.44 eV
HOMO-LUMO gap: 7.5 eV
HOMO level: -7.0214 eV
F_max: 0.6 eV/Å
2S+1: 1
Net charge: 0
E: -106403.011 eV

CARTESIAN COORDINATES (ANGSTROEM)
Ti1 0.004 0.403 0.159
S1 0.397 -2.029 -0.218
C1 -1.110 -2.826 -0.595
C2 -1.249 -4.203 -0.382
C3 -2.398 -4.872 -0.764
C4 -3.442 -4.192 -1.382
C5 -3.320 -2.831 -1.602
C6 -2.178 -2.153 -1.191
S2 -2.054 -0.400 -1.441
C7 -3.353 0.104 -0.297
C8 -3.055 -0.383 1.095
C9 -4.095 -0.654 1.968
C10 -3.795 -1.108 3.247
C11 -2.468 -1.296 3.592
C12 -1.481 -1.012 2.656
C13 -0.034 -1.210 2.970
S3 0.939 0.183 2.344
C14 1.197 2.230 0.351
C15 1.930 2.928 1.305
C16 2.488 4.170 0.999
C17 2.321 4.724 -0.263
C18 1.597 4.040 -1.231
C19 1.045 2.806 -0.905
S4 0.074 1.769 -1.952
N1 -1.778 -0.541 1.442
H1 -0.433 -4.740 0.085
H2 -2.480 -5.937 -0.585
H3 -4.334 -4.718 -1.694
H4 -4.117 -2.289 -2.100
H5 -4.313 -0.282 -0.634
H6 -3.382 1.193 -0.340
H7 -5.117 -0.510 1.645
H8 -4.586 -1.318 3.956
H9 -2.184 -1.663 4.569
H10 0.312 -2.126 2.482
H11 0.110 -1.299 4.045
H12 2.068 2.523 2.303
H13 3.058 4.705 1.750
H14 2.762 5.686 -0.495
H15 1.463 4.448 -2.227
C20 -1.004 3.350 3.115
N2 -1.437 3.882 1.834
C21 -1.553 3.130 0.729
N3 -1.918 3.738 -0.427
O1 -1.434 1.886 0.781
H16 -0.072 3.823 3.422
H17 -0.820 2.285 2.999
H18 -1.769 3.513 3.875
H19 -1.524 4.877 1.733
H20 -1.753 4.729 -0.502
H21 -1.608 3.196 -1.239
C22 4.846 -2.524 1.451
C23 5.598 -2.378 0.131
C24 5.086 -3.373 -0.905
C25 5.552 -0.941 -0.392
N4 4.201 -0.517 -0.729
C26 3.217 -0.103 0.060
N5 2.135 0.012 -0.671
N6 2.477 -0.335 -1.928
N7 3.709 -0.659 -1.975
H22 5.000 -3.521 1.866
H23 3.769 -2.400 1.309
H24 5.183 -1.798 2.194
H25 6.660 -2.575 0.315
H26 4.021 -3.224 -1.099
H27 5.215 -4.393 -0.542
H28 5.614 -3.277 -1.855
H29 6.135 -0.829 -1.305
H30 5.938 -0.245 0.353
H31 3.296 0.093 1.115

[6]
One molecule with the formula C19H24N2O4S. Source: the OMol25 dataset; level of theory: ωB97M-V/def2-TZVPD.

Properties
LUMO: 0.71 eV
HOMO-LUMO gap: 8.5 eV
HOMO level: -7.7650 eV
F_max: 0.6 eV/Å
2S+1: 1
Net charge: 0
E: -42098.792 eV

CARTESIAN COORDINATES (ANGSTROEM)
C1 -0.944 0.041 2.221
C2 0.400 0.476 2.785
O1 1.436 0.237 1.829
C3 1.782 1.215 1.010
O2 1.381 2.349 1.058
C4 2.787 0.712 -0.033
N1 2.415 -0.562 -0.602
C5 3.246 -1.714 -0.270
C6 3.132 -2.090 1.171
S1 1.701 -2.916 1.693
C7 2.240 -2.887 3.323
C8 3.445 -2.282 3.451
C9 3.967 -1.813 2.216
C10 5.287 -1.114 2.137
C11 1.125 -0.837 -1.018
O3 0.756 -1.975 -1.223
N2 0.350 0.275 -1.219
C12 -1.022 0.327 -1.491
C13 -1.829 -0.802 -1.608
C14 -3.176 -0.661 -1.862
C15 -3.760 0.598 -2.009
O4 -5.105 0.599 -2.242
C16 -5.762 1.810 -2.549
C17 -5.483 2.288 -3.972
C18 -2.955 1.724 -1.883
C19 -1.603 1.583 -1.625
H1 -1.705 0.115 2.992
H2 -1.230 0.673 1.383
H3 -0.885 -0.988 1.874
H4 0.674 -0.122 3.657
H5 0.393 1.539 3.045
H6 3.749 0.592 0.469
H7 2.903 1.484 -0.806
H8 2.889 -2.535 -0.896
H9 4.281 -1.481 -0.537
H10 1.634 -3.326 4.091
H11 3.961 -2.162 4.388
H12 6.026 -1.653 2.726
H13 5.648 -1.045 1.114
H14 5.208 -0.106 2.548
H15 0.780 1.184 -1.155
H16 -1.393 -1.780 -1.503
H17 -3.808 -1.530 -1.954
H18 -5.507 2.589 -1.819
H19 -6.825 1.575 -2.440
H20 -4.425 2.497 -4.110
H21 -5.776 1.519 -4.682
H22 -6.052 3.192 -4.174
H23 -3.360 2.720 -1.976
H24 -0.992 2.470 -1.521

[7]
One molecule with the formula C2H5BO2 in a non-equilibrium geometry. Source: the OMol25 dataset; level of theory: ωB97M-V/def2-TZVPD.

Properties
LUMO: -0.03 eV
HOMO-LUMO gap: 10.3 eV
HOMO level: -10.3386 eV
F_max: 7.5 eV/Å
2S+1: 1
Net charge: 0
E: -6925.498 eV

CARTESIAN COORDINATES (ANGSTROEM)
B1 -1.055 1.713 0.752
O1 -0.078 0.790 -0.127
C1 -0.157 -0.535 0.053
C2 0.934 -1.195 -0.737
O2 -1.035 -0.976 0.699
H1 -0.817 1.284 1.789
H2 -1.403 2.648 0.355
H3 0.739 -0.783 -1.767
H4 1.799 -0.699 -0.512
H5 1.072 -2.247 -0.506

[8]
A 5-piece molecular cluster, C46H76ClF3O20P2S4 overall in a non-equilibrium geometry. Source: the OMol25 dataset; level of theory: ωB97M-V/def2-TZVPD.

Properties
LUMO: -2.05 eV
HOMO-LUMO gap: 6.8 eV
HOMO level: -8.8512 eV
F_max: 4.1 eV/Å
2S+1: 1
Net charge: 0
E: -172466.158 eV

CARTESIAN COORDINATES (ANGSTROEM)
C1 5.945 5.623 3.524
C2 5.129 4.729 2.515
S1 5.323 5.282 0.765
C3 4.293 4.079 -0.215
C4 3.632 2.973 0.649
C5 4.413 1.734 0.871
C6 5.854 1.537 0.282
C7 5.844 0.864 -1.147
C8 3.789 0.655 1.658
C9 4.529 -0.699 1.904
C10 4.097 -1.735 0.797
O1 3.602 -1.399 -0.227
Cl1 4.381 -3.511 1.044
C11 2.435 0.837 2.235
S2 1.734 -0.518 3.230
C12 1.679 2.058 2.019
C13 2.306 3.123 1.203
C14 1.416 4.393 0.979
O2 1.346 4.873 -0.120
C15 0.649 4.883 2.233
C16 0.028 3.820 3.048
C17 -0.735 4.143 4.228
C18 -0.906 5.552 4.639
S3 -1.868 5.824 6.159
O3 -1.391 6.907 6.997
O4 -3.279 5.914 5.823
C19 -1.738 4.267 7.218
F1 -2.069 4.679 8.479
F2 -2.594 3.297 6.837
F3 -0.435 3.852 7.290
C20 -0.288 6.599 3.826
P1 -0.600 8.374 4.413
O5 -2.063 8.552 4.733
C21 0.524 6.302 2.619
P2 1.352 7.660 1.630
O6 2.705 7.101 0.819
O7 1.967 8.804 2.706
S4 0.139 8.450 0.364
C22 0.248 2.328 2.600
O8 -0.601 1.487 2.662
H1 6.950 5.172 3.709
H2 6.046 6.650 3.085
H3 5.408 5.734 4.503
H4 4.035 4.739 2.756
H5 5.494 3.674 2.592
H6 4.995 3.603 -0.954
H7 3.557 4.655 -0.838
H8 6.322 2.554 0.172
H9 6.476 0.997 1.037
H10 6.272 -0.176 -1.141
H11 6.468 1.442 -1.886
H12 4.819 0.787 -1.596
H13 4.320 -1.134 2.910
H14 5.644 -0.592 1.800
H15 1.993 -0.273 4.557
H16 -1.193 3.336 4.848
H17 -0.322 9.307 3.361
H18 0.172 8.657 5.588
H19 3.394 6.835 1.464
H20 2.235 8.358 3.539
C23 0.168 10.255 -7.355
O9 0.290 9.962 -5.975
C24 -0.425 10.822 -5.104
C25 -1.562 10.162 -4.316
O10 -2.595 9.477 -5.007
C26 -2.250 8.389 -5.851
C27 -1.539 7.168 -5.257
O11 -0.325 7.434 -4.586
C28 -0.333 7.215 -3.187
H21 1.132 10.601 -7.739
H22 -0.076 9.336 -7.893
H23 -0.603 10.999 -7.568
H24 -0.800 11.703 -5.635
H25 0.300 11.185 -4.367
H26 -2.064 10.967 -3.770
H27 -1.169 9.518 -3.533
H28 -1.718 8.766 -6.722
H29 -3.202 8.028 -6.256
H30 -1.290 6.517 -6.104
H31 -2.229 6.600 -4.623
H32 -1.338 7.044 -2.792
H33 0.095 8.087 -2.685
H34 0.310 6.364 -2.945
C29 0.618 -5.394 2.106
O12 0.857 -5.526 3.496
C30 -0.181 -6.151 4.232
C31 0.184 -7.500 4.861
O13 0.675 -8.550 4.043
C32 1.854 -8.333 3.284
C33 3.165 -7.989 4.002
O14 3.125 -6.849 4.838
C34 3.265 -7.099 6.223
H35 0.504 -4.334 1.858
H36 1.494 -5.754 1.559
H37 -0.260 -5.950 1.765
H38 -1.090 -6.253 3.631
H39 -0.424 -5.474 5.058
H40 -0.736 -7.889 5.309
H41 0.853 -7.366 5.709
H42 1.643 -7.617 2.492
H43 2.030 -9.274 2.752
H44 3.897 -7.770 3.215
H45 3.542 -8.865 4.540
H46 3.201 -8.162 6.469
H47 2.477 -6.566 6.764
H48 4.219 -6.694 6.574
C35 -6.095 -5.736 2.675
O15 -5.381 -6.829 2.125
C36 -6.122 -7.661 1.248
C37 -5.647 -7.664 -0.209
O16 -5.558 -6.443 -0.925
C38 -4.720 -5.413 -0.422
C39 -3.217 -5.676 -0.248
O17 -2.889 -6.780 0.575
C40 -2.281 -7.874 -0.085
H49 -6.219 -5.888 3.751
H50 -5.501 -4.826 2.550
H51 -7.070 -5.583 2.208
H52 -7.191 -7.433 1.292
H53 -6.003 -8.684 1.620
H54 -6.368 -8.273 -0.765
H55 -4.710 -8.207 -0.312
H56 -5.157 -5.014 0.491
H57 -4.814 -4.592 -1.141
H58 -2.802 -4.787 0.244
H59 -2.726 -5.743 -1.225
H60 -2.315 -7.784 -1.174
H61 -2.791 -8.797 0.206
H62 -1.242 -7.971 0.247
C41 -1.111 -7.595 -6.798
O18 -0.877 -6.227 -6.517
C42 -1.106 -5.336 -7.596
C43 -2.258 -4.345 -7.395
O19 -3.558 -4.825 -7.096
C44 -3.746 -5.620 -5.935
C45 -3.409 -5.039 -4.558
O20 -2.083 -4.571 -4.404
C46 -1.938 -3.173 -4.238
H63 -0.162 -8.137 -6.775
H64 -1.737 -8.018 -6.008
H65 -1.606 -7.756 -7.759
H66 -1.238 -5.877 -8.537
H67 -0.193 -4.740 -7.701
H68 -2.361 -3.799 -8.339
H69 -1.988 -3.575 -6.674
H70 -3.264 -6.584 -6.081
H71 -4.815 -5.857 -5.919
H72 -3.534 -5.857 -3.837
H73 -4.140 -4.271 -4.280
H74 -2.864 -2.628 -4.436
H75 -1.165 -2.810 -4.921
H76 -1.591 -2.958 -3.223